Density functional theory data (wB97M-V/def2-TZVPD) for a cluster of 12 separate species, C54H144N12O15 in total.

Properties
- M (g mol⁻¹) = 1201.8
- E_HOMO (Ha) = -0.312
- Kohn-Sham gap (Eh) = 0.334
- relative energy (zero: lowest compared OMol25 entry of this formula, charge and spin) (kJ/mol) = 489.9

Each atom is followed by the atoms it is bonded to, with distances in Å.
Atoms and positions in Å:
1 O -1.74281 4.49273 -6.19845  C30 1.415, C42 1.393
2 O 3.03433 -3.84730 -2.88581  C49 1.403, C57 1.426
3 O -2.90923 2.56843 0.83429  C47 1.412, C66 1.454
4 O 1.59502 -4.17891 4.09185  C45 1.417, C68 1.407
5 O 1.25221 7.82657 -3.91190  C37 1.333, C59 1.395
6 O -8.43000 -4.85080 0.58556  C75 1.406, C79 1.434
7 O 4.85697 -7.84212 0.70208  C31 1.467, C52 1.432
8 O -1.40135 -7.70453 -1.06603  C28 1.464, C76 1.427
9 O 0.78425 0.79738 -1.52533  C39 1.370, C50 1.429
10 O -0.05822 6.54347 4.16804  C43 1.428, C69 1.435
11 O 0.73394 3.36022 5.95921  C46 1.383, C62 1.414
12 O 5.72996 1.12076 -1.63820  C34 1.395, C36 1.417
13 O -3.92114 -1.80782 1.53736  C38 1.398, C55 1.436
14 O 3.94435 3.23419 2.79521  C29 1.416, C71 1.450
15 O -3.59637 1.17803 -3.54856  C35 1.458, C51 1.421
16 N 0.04565 3.40790 3.41491  C32 1.515, H168 1.013, H224 1.020
17 N 0.38722 1.54216 -6.48237  C70 1.445, H121 1.058, H193 1.028
18 N 0.99819 7.29286 -0.35894  C80 1.473, H83 1.030, H167 1.016
19 N 0.37559 -6.20514 5.49627  C33 1.477, H111 1.026, H156 1.003
20 N 2.37002 6.56917 2.56756  C65 1.451, C67 1.449, H100 1.049
21 N 6.21400 4.06400 0.50100  C53 1.499, H175 1.016, H199 0.986
22 N -5.63304 -5.15280 1.70984  C54 1.457, C60 1.475, H106 1.022
23 N -1.24904 -1.04494 -3.81239  C73 1.429, H103 0.978, H129 0.994
24 N 0.83281 -2.07103 -1.34634  C64 1.452, H140 1.021, H166 0.991
25 N -4.68365 1.28901 2.81323  C44 1.508, H181 0.953, H215 1.005
26 N -0.60385 -4.93578 -0.60165  C41 1.488, H192 1.054, H219 1.029
27 N 3.33612 -5.14379 -0.36856  C40 1.463, C63 1.505, H116 1.021
28 C -2.41664 -6.65074 -1.12379  O8 1.464, C41 1.558, H91 1.098, H194 1.092
29 C 3.64841 1.98684 2.19311  O14 1.416, H151 1.073, H201 1.139, H204 1.087
30 C -2.92375 4.97359 -6.81219  O1 1.415, H173 1.128, H190 1.057, H225 1.146
31 C 3.87733 -6.90379 1.26180  O7 1.467, C40 1.521, H135 1.094, H149 1.123
32 C -0.36565 2.18961 4.21535  N16 1.515, C58 1.478, C62 1.467, H170 1.115
33 C -0.02578 -5.72866 4.15676  N19 1.477, C45 1.533, C78 1.488, H134 1.052
34 C 6.37556 1.80818 -0.60973  O12 1.395, C53 1.521, H143 1.162, H198 1.113
35 C -4.33951 2.27323 -4.15922  O15 1.458, H96 1.102, H162 1.082, H214 1.048
36 C 5.85658 -0.28234 -1.48788  O12 1.417, H108 1.098, H122 1.094, H213 1.059
37 C 0.60511 7.63885 -2.76202  O5 1.333, C80 1.525, H115 1.121, H154 1.073
38 C -4.33152 -3.08907 1.15740  O13 1.398, C60 1.562, H164 1.045, H182 1.136
39 C 1.16133 2.06512 -1.88135  O9 1.370, H112 1.091, H171 1.101, H184 1.086
40 C 2.92483 -6.43995 0.17087  N27 1.463, C31 1.521, H98 1.080, H207 1.100
41 C -1.72826 -5.30518 -1.50326  N26 1.488, C28 1.558, C77 1.479, H131 1.137
42 C -1.16110 3.42625 -6.88057  O1 1.393, C70 1.536, H102 1.092, H104 1.072
43 C 1.04744 7.30971 4.64754  O10 1.428, C67 1.547, H93 1.134, H160 1.075
44 C -5.16133 2.08514 1.62546  N25 1.508, C61 1.558, C66 1.536, H132 1.128
45 C 1.19881 -5.30931 3.33566  O4 1.417, C33 1.533, H155 1.140, H217 1.073
46 C 1.78755 3.33652 6.85427  O11 1.383, H183 1.120, H186 1.082, H203 1.068
47 C -2.05211 2.62943 -0.28655  O3 1.412, H123 1.111, H133 1.070, H223 1.087
48 C 1.55182 -1.78306 0.95006  C64 1.518, H90 1.077, H150 1.181, H174 1.120
49 C 4.31016 -4.00959 -2.32543  O2 1.403, C63 1.479, H165 1.095, H218 1.104
50 C 1.59552 0.15394 -0.54057  O9 1.429, C64 1.480, H126 1.109, H221 1.157
51 C -3.59280 -0.01861 -4.31492  O15 1.421, C73 1.566, H101 1.147, H185 1.107
52 C 5.91854 -8.06630 1.63658  O7 1.432, H85 1.092, H109 1.050, H157 1.087
53 C 5.74708 3.19294 -0.62569  N21 1.499, C34 1.521, C72 1.596, H105 1.075
54 C -6.85794 -5.87497 2.02662  N22 1.457, C79 1.476, H178 1.127, H209 1.090
55 C -2.70846 -1.79639 2.30705  O13 1.436, H158 1.084, H159 1.100, H179 1.081
56 C 2.06875 5.82727 -1.98682  C80 1.480, H84 1.092, H130 1.094, H169 1.123
57 C 3.13932 -2.97122 -4.00651  O2 1.426, H89 1.060, H117 1.084, H147 1.089
58 C -0.36881 0.94892 3.41276  C32 1.478, H119 1.102, H142 1.105, H208 1.064
59 C 0.40568 7.95573 -5.01373  O5 1.395, H97 1.149, H99 1.094, H144 1.088
60 C -5.57818 -3.68878 1.88261  N22 1.475, C38 1.562, H210 1.125, H222 1.086
61 C -5.45395 3.55854 2.03757  C44 1.558, H88 1.085, H95 1.063, H127 1.099
62 C 0.56635 2.09770 5.34488  O11 1.414, C32 1.467, H92 1.111, H212 1.096
63 C 4.19007 -5.29177 -1.59877  N27 1.505, C49 1.479, H195 1.135, H196 1.092
64 C 0.90099 -1.12039 -0.25057  N24 1.452, C48 1.518, C50 1.480, H180 1.133
65 C 3.26342 5.54696 3.08113  N20 1.451, C71 1.509, H125 1.092, H139 1.104
66 C -4.18017 1.97735 0.44904  O3 1.454, C44 1.536, H82 1.097, H138 1.114
67 C 2.04778 7.62258 3.50952  N20 1.449, C43 1.547, H202 1.111, H220 1.112
68 C 2.82165 -3.59561 3.72559  O4 1.407, H86 1.110, H141 1.132, H161 1.069
69 C -1.04077 6.43705 5.20782  O10 1.435, H87 1.095, H94 1.101, H152 1.070
70 C -0.07572 2.81569 -5.98138  N17 1.445, C42 1.536, C81 1.547, H200 1.068
71 C 3.03691 4.26216 2.32346  O14 1.450, C65 1.509, H120 1.139, H206 1.055
72 C 6.10369 3.90304 -2.00960  C53 1.596, H128 1.087, H189 1.077, H191 1.099
73 C -2.67053 -1.11835 -3.68736  N23 1.429, C51 1.566, C74 1.500, H114 1.124
74 C -2.94259 -1.20039 -2.21447  C73 1.500, H124 1.098, H176 1.101, H188 1.079
75 C -9.30499 -5.02985 -0.50067  O6 1.406, H148 1.080, H153 1.089, H187 1.111
76 C -1.84637 -8.93061 -0.48695  O8 1.427, H107 1.084, H146 1.106, H197 1.079
77 C -1.38247 -5.21682 -2.93891  C41 1.479, H137 1.111, H205 1.080, H216 1.135
78 C -1.08734 -4.69069 4.25051  C33 1.488, H113 1.073, H177 1.050, H211 1.086
79 C -7.72437 -6.07133 0.84745  O6 1.434, C54 1.476, H118 1.049, H136 1.072
80 C 1.60684 7.20332 -1.69750  N18 1.473, C37 1.525, C56 1.480, H145 1.074
81 C 1.02579 3.85462 -5.66518  C70 1.547, H110 1.076, H163 1.119, H172 1.072
82 H -4.00098 0.91216 0.25483  C66 1.097
83 H 1.68915 6.97719 0.33689  N18 1.030
84 H 1.33374 5.03031 -1.85510  C56 1.092
85 H 5.58182 -8.64339 2.50006  C52 1.092
86 H 2.92680 -3.40844 2.63624  C68 1.110
87 H -1.70577 5.58346 5.03914  C69 1.095
88 H -4.53272 4.13078 2.04806  C61 1.085
89 H 3.81471 -3.36921 -4.71973  C57 1.060
90 H 1.76521 -1.01493 1.67492  C48 1.077
91 H -2.82606 -6.56948 -0.10810  C28 1.098
92 H 1.57723 1.84074 4.96193  C62 1.111
93 H 1.51679 6.73264 5.50407  C43 1.134
94 H -0.55932 6.38235 6.19596  C69 1.101
95 H -5.99188 3.92720 1.19845  C61 1.063
96 H -3.87071 3.22378 -3.85645  C35 1.102
97 H -0.27433 8.85404 -4.78985  C59 1.149
98 H 2.77328 -7.24789 -0.52905  C40 1.080
99 H -0.24728 7.08963 -5.15502  C59 1.094
100 H 1.45646 6.13181 2.29281  N20 1.049
101 H -3.20352 0.20679 -5.36970  C51 1.147
102 H -1.81211 2.56370 -7.04100  C42 1.092
103 H -0.90590 -0.17864 -3.51386  N23 0.978
104 H -0.76746 3.69675 -7.84039  C42 1.072
105 H 4.67746 3.10758 -0.55374  C53 1.075
106 H -4.95269 -5.65007 2.28829  N22 1.022
107 H -2.75552 -9.31997 -0.92976  C76 1.084
108 H 5.41555 -0.54130 -0.51626  C36 1.098
109 H 6.22187 -7.14972 2.04963  C52 1.050
110 H 1.47438 4.13686 -6.60160  C81 1.076
111 H 1.11568 -5.60133 5.87192  N19 1.026
112 H 1.33430 2.69028 -1.00365  C39 1.091
113 H -1.18358 -4.26641 3.27021  C78 1.073
114 H -3.05021 -2.08333 -4.12029  C73 1.124
115 H 0.13365 8.61094 -2.46438  C37 1.121
116 H 2.52951 -4.53403 -0.51309  N27 1.021
117 H 3.47733 -2.01474 -3.62368  C57 1.084
118 H -8.48164 -6.77416 1.03123  C79 1.049
119 H 0.66617 0.88871 3.03771  C58 1.102
120 H 3.19652 4.32832 1.19736  C71 1.139
121 H 1.09011 1.77001 -7.23995  N17 1.058
122 H 6.85012 -0.73616 -1.43256  C36 1.094
123 H -1.92489 1.62513 -0.74481  C47 1.111
124 H -3.98569 -1.45334 -1.98436  C74 1.098
125 H 4.31815 5.77058 2.90648  C65 1.092
126 H 1.66374 0.82376 0.34062  C50 1.109
127 H -5.98501 3.64437 2.99537  C61 1.099
128 H 7.18465 4.01300 -2.02076  C72 1.087
129 H -0.98128 -0.97669 -4.76740  N23 0.994
130 H 2.48028 5.72287 -2.99559  C56 1.094
131 H -2.53552 -4.53825 -1.27076  C41 1.137
132 H -6.13123 1.57945 1.34832  C44 1.128
133 H -1.08206 2.97956 -0.00137  C47 1.070
134 H -0.44822 -6.51504 3.59933  C33 1.052
135 H 3.28636 -7.43499 2.01341  C31 1.094
136 H -7.14656 -6.44397 0.02478  C79 1.072
137 H -0.41362 -5.75131 -3.04373  C77 1.111
138 H -4.44846 2.43676 -0.52941  C66 1.114
139 H 3.04573 5.32681 4.14039  C65 1.104
140 H 0.30285 -1.79403 -2.17349  N24 1.021
141 H 2.88342 -2.62020 4.29626  C68 1.132
142 H -1.20325 0.96188 2.68847  C58 1.105
143 H 6.06724 1.16395 0.30636  C34 1.162
144 H 0.94204 8.06321 -5.95479  C59 1.088
145 H 2.43978 7.87861 -1.75836  C80 1.074
146 H -2.09873 -8.81486 0.58324  C76 1.106
147 H 2.14449 -2.84615 -4.43024  C57 1.089
148 H -9.97015 -4.19763 -0.32123  C75 1.080
149 H 4.39916 -6.02333 1.72365  C31 1.123
150 H 0.80445 -2.58215 1.39570  C48 1.181
151 H 4.26325 1.17587 2.53288  C29 1.073
152 H -1.62149 7.33589 5.22690  C69 1.070
153 H -9.90598 -5.93167 -0.39143  C75 1.089
154 H -0.24937 7.00177 -2.88593  C37 1.073
155 H 1.98899 -6.13097 3.32916  C45 1.140
156 H -0.40564 -6.19086 6.12501  N19 1.003
157 H 6.73109 -8.54929 1.09993  C52 1.087
158 H -2.04996 -2.52353 1.84536  C55 1.084
159 H -2.29576 -0.77630 2.30259  C55 1.100
160 H 0.69858 8.27015 4.98117  C43 1.075
161 H 3.64212 -4.21467 4.02094  C68 1.069
162 H -5.34177 2.20003 -3.75832  C35 1.082
163 H 1.87265 3.34942 -5.13531  C81 1.119
164 H -4.46539 -3.15197 0.12310  C38 1.045
165 H 4.65281 -3.16045 -1.72490  C49 1.095
166 H 1.69057 -2.49284 -1.60814  N24 0.991
167 H 0.60625 8.18703 -0.07844  N18 1.016
168 H -0.77529 3.66783 2.88123  N16 1.013
169 H 2.98516 5.59653 -1.38064  C56 1.123
170 H -1.36267 2.43706 4.64984  C32 1.115
171 H 0.30301 2.46916 -2.44070  C39 1.101
172 H 0.56100 4.64411 -5.10770  C81 1.072
173 H -3.62585 4.09918 -6.93551  C30 1.128
174 H 2.43046 -2.38811 0.61026  C48 1.120
175 H 5.87204 3.84305 1.43223  N21 1.016
176 H -2.66741 -0.28560 -1.66778  C74 1.101
177 H -1.96429 -5.12382 4.63324  C78 1.050
178 H -7.32148 -5.43230 2.95338  C54 1.127
179 H -2.88428 -2.06181 3.34009  C55 1.081
180 H -0.14207 -0.82942 0.08187  C64 1.133
181 H -3.79884 1.53870 3.06414  N25 0.953
182 H -3.50943 -3.84546 1.36459  C38 1.136
183 H 1.97344 4.36854 7.24689  C46 1.120
184 H 2.09258 2.01014 -2.43703  C39 1.086
185 H -4.63479 -0.38939 -4.34965  C51 1.107
186 H 1.56649 2.66770 7.67581  C46 1.082
187 H -8.71618 -5.02964 -1.44285  C75 1.111
188 H -2.38838 -2.01543 -1.77516  C74 1.079
189 H 5.78301 4.93112 -2.01166  C72 1.077
190 H -3.25953 5.74526 -6.17311  C30 1.057
191 H 5.78232 3.38181 -2.92161  C72 1.099
192 H -0.23893 -3.95752 -0.74570  N26 1.054
193 H -0.43789 1.08599 -6.89093  N17 1.028
194 H -3.20783 -6.89280 -1.83702  C28 1.092
195 H 3.95053 -6.12698 -2.32872  C63 1.135
196 H 5.16630 -5.66433 -1.28064  C63 1.092
197 H -1.09833 -9.69815 -0.60753  C76 1.079
198 H 7.48870 1.79989 -0.63553  C34 1.113
199 H 7.19974 4.09014 0.51736  N21 0.986
200 H -0.54780 2.60249 -5.04739  C70 1.068
201 H 4.05304 2.04732 1.13018  C29 1.139
202 H 1.53345 8.45778 2.98749  C67 1.111
203 H 2.65647 3.01091 6.32480  C46 1.068
204 H 2.59653 1.73743 2.30759  C29 1.087
205 H -1.34619 -4.18854 -3.26596  C77 1.080
206 H 2.09995 3.86506 2.59999  C71 1.055
207 H 1.97985 -6.18979 0.67542  C40 1.100
208 H -0.47853 0.08390 4.02283  C58 1.064
209 H -6.63833 -6.85668 2.44691  C54 1.090
210 H -5.60930 -3.32774 2.94764  C60 1.125
211 H -0.88642 -3.84633 4.90304  C78 1.086
212 H 0.26052 1.39449 6.12756  C62 1.096
213 H 5.33651 -0.71999 -2.29974  C36 1.059
214 H -4.34512 2.20312 -5.20491  C35 1.048
215 H -4.63536 0.32600 2.53055  N25 1.005
216 H -2.10193 -5.80243 -3.59200  C77 1.135
217 H 0.94619 -5.11943 2.31018  C45 1.073
218 H 5.01810 -4.17341 -3.15672  C49 1.104
219 H 0.19169 -5.58786 -0.60847  N26 1.029
220 H 2.89734 8.12587 4.01999  C67 1.112
221 H 2.68859 0.06619 -0.90879  C50 1.157
222 H -6.49625 -3.27741 1.47330  C60 1.086
223 H -2.45031 3.30606 -1.03850  C47 1.087
224 H 0.25679 4.23117 3.97854  N16 1.020
225 H -2.73964 5.48955 -7.81933  C30 1.146